No. 1
This record from the Open Molecules 2025 dataset describes a 3-piece molecular cluster, C18H41N2O5P2 overall. The level of theory is ωB97M-V with the def2-TZVPD basis set.

XYZ file:
```
68
Properties=species:S:1:pos:R:3:lowdin_spin:R:1
O 7.183 0.762 -1.430 0.0000
P 6.913 0.910 -2.916 0.0000
O 7.824 -0.205 -3.740 0.0000
O 7.323 2.456 -3.369 0.0000
P 4.751 0.515 -3.097 0.0003
H 8.245 -0.710 -3.016 0.0000
H 6.668 3.071 -2.992 0.0000
H 4.262 0.628 -4.432 0.0000
H 4.103 1.493 -2.263 0.0002
H 4.460 -0.769 -2.529 0.0000
C 3.257 2.963 3.109 0.0017
C 2.750 3.223 1.675 0.0271
C 1.873 4.485 1.664 0.0152
C 0.509 4.262 2.307 0.0009
C -0.206 3.087 1.648 0.0151
C 0.635 1.799 1.625 0.0260
N 2.032 2.025 1.151 0.3661
O 1.993 2.129 -0.170 0.5382
C 0.654 1.165 3.034 0.0023
C -0.109 0.754 0.767 -0.0009
C 4.044 3.512 0.888 -0.0010
H 3.900 3.783 3.438 -0.0004
H 2.470 2.901 3.855 0.0000
H 3.849 2.046 3.158 0.0011
H 1.722 4.825 0.633 0.0026
H 2.387 5.301 2.179 0.0012
H 0.614 4.096 3.383 0.0003
H -0.097 5.165 2.197 0.0009
H -1.151 2.905 2.166 0.0012
H -0.469 3.375 0.624 0.0024
H 1.410 0.379 3.102 0.0014
H -0.308 0.704 3.265 -0.0004
H 0.824 1.882 3.834 0.0000
H -0.305 1.105 -0.247 -0.0008
H -1.083 0.521 1.201 -0.0003
H 0.456 -0.179 0.705 0.0004
H 4.691 2.630 0.857 0.0002
H 4.607 4.318 1.361 -0.0003
H 3.849 3.831 -0.138 -0.0007
C -3.859 -4.032 -2.685 0.0014
C -2.875 -3.202 -1.833 0.0254
C -2.248 -4.101 -0.756 0.0138
C -3.222 -4.446 0.365 0.0008
C -3.802 -3.174 0.975 0.0137
C -4.434 -2.233 -0.066 0.0249
N -3.562 -2.013 -1.255 0.3435
O -2.624 -1.142 -0.906 0.5679
C -5.801 -2.797 -0.514 0.0018
C -4.800 -0.912 0.641 -0.0010
C -1.781 -2.802 -2.843 -0.0009
H -3.325 -4.822 -3.219 -0.0004
H -4.624 -4.545 -2.108 0.0000
H -4.354 -3.409 -3.433 0.0012
H -1.373 -3.605 -0.320 0.0027
H -1.878 -5.025 -1.210 0.0011
H -4.019 -5.096 -0.004 0.0003
H -2.699 -5.015 1.139 0.0008
H -4.544 -3.444 1.731 0.0011
H -3.000 -2.651 1.507 0.0025
H -6.170 -2.276 -1.399 0.0014
H -6.550 -2.668 0.270 -0.0004
H -5.787 -3.866 -0.720 0.0000
H -3.940 -0.439 1.117 -0.0006
H -5.530 -1.091 1.432 -0.0003
H -5.240 -0.200 -0.061 0.0002
H -2.184 -2.146 -3.619 0.0002
H -1.375 -3.688 -3.336 -0.0003
H -0.938 -2.297 -2.370 -0.0007
```

Summary:
- Multiplicity: 3
- E_LUMO (alpha / beta): -4.6 / -4.6 eV
- Charge: +1
- <S²>: 2.009

---

No. 2
This record from the Open Molecules 2025 dataset describes a 3-piece molecular cluster, C18H41N2O8P2 overall. The level of theory is ωB97M-V with the def2-TZVPD basis set.

XYZ file:
```
71
Properties=species:S:1:pos:R:3:mulliken_charge:R:1
C -1.707 -1.664 4.413 -1.0048
C -1.802 -2.399 3.084 -0.3680
O -0.570 -2.212 2.329 -0.2046
P -0.778 -2.168 0.764 0.6723
O -1.562 -3.279 0.211 -0.8330
C 0.903 -2.186 0.101 -0.7431
C 1.701 -0.965 0.598 -0.9286
C 3.017 -0.582 -0.143 1.5628
P 3.391 -1.697 -1.542 0.7984
O 2.420 -1.509 -2.618 -0.6713
O 3.485 -3.148 -0.893 -0.4961
O 4.881 -1.362 -2.033 -0.5139
C 2.848 0.845 -0.716 -1.9248
N 4.023 1.431 -1.281 -0.1546
C 5.152 1.457 -0.374 -0.7312
C 5.403 0.173 0.421 -0.5722
N 4.136 -0.507 0.879 -0.1252
O -1.438 -0.753 0.435 -0.3433
C -1.283 -0.259 -0.909 0.5061
C -2.464 0.647 -1.262 -1.3737
H -2.013 -2.329 5.219 0.3949
H -0.694 -1.341 4.631 0.2147
H -2.390 -0.822 4.431 0.2155
H -1.993 -3.457 3.227 0.3514
H -2.652 -2.013 2.526 0.3611
H 1.346 -3.096 0.490 0.5055
H 0.766 -2.218 -0.973 0.3853
H 1.069 -0.080 0.609 0.1818
H 1.953 -1.170 1.641 0.0633
H 3.987 -3.718 -1.491 0.3656
H 4.940 -1.594 -2.969 0.3865
H 2.009 0.853 -1.404 0.4772
H 2.541 1.453 0.144 0.5648
H 4.255 1.056 -2.187 0.4058
H 6.045 1.618 -0.972 0.3674
H 5.064 2.322 0.283 0.3503
H 6.024 -0.534 -0.114 0.3035
H 5.953 0.435 1.323 0.4852
H 4.377 -1.468 1.131 0.4374
H 3.800 -0.070 1.738 0.5301
H -1.248 -1.075 -1.627 0.4104
H -0.365 0.324 -0.976 -0.3106
H -3.015 0.914 -0.367 0.3338
H -3.104 0.131 -1.970 0.2544
H -2.089 1.533 -1.766 0.3894
C -5.496 0.690 -5.683 -0.5333
C -5.214 -0.807 -5.588 -0.5649
C -3.706 -0.825 -5.386 -0.3615
O -3.379 0.375 -4.675 -0.3724
C -4.509 1.254 -4.670 -0.4289
H -6.527 0.959 -5.460 0.3283
H -5.258 1.054 -6.685 0.2679
H -5.718 -1.229 -4.715 0.2653
H -5.528 -1.371 -6.465 0.3461
H -3.176 -0.817 -6.344 0.2763
H -3.363 -1.685 -4.809 0.2566
H -4.940 1.264 -3.663 0.2445
H -4.177 2.263 -4.914 0.3069
C 0.007 2.893 5.374 -0.6026
C 0.520 3.172 3.963 -0.5566
C -0.055 1.991 3.190 0.1899
O -1.278 1.646 3.828 -0.3715
C -1.375 2.321 5.088 -0.4653
H -0.026 3.774 6.012 0.3642
H 0.634 2.143 5.860 0.2589
H 0.101 4.108 3.589 0.2922
H 1.606 3.235 3.895 0.3385
H 0.619 1.123 3.232 -0.1441
H -0.255 2.224 2.141 0.1259
H -2.124 3.114 5.001 0.3040
H -1.709 1.613 5.847 0.2598
```

Summary:
- Multiplicity: 1
- E_LUMO: -3.1 eV
- Charge: +1

---

No. 3
This record from the Open Molecules 2025 dataset describes C18H42Al2FeN6O14P2 as an isolated structure. The level of theory is ωB97M-V with the def2-TZVPD basis set.

XYZ file:
```
85
Properties=species:S:1:pos:R:3:lowdin_spin:R:1
Fe 1.885 1.850 2.123 4.2207
Al 4.850 -0.646 1.862 0.0004
Al 3.598 3.144 -1.150 0.1011
P 2.058 0.186 0.077 0.0149
O 3.498 0.401 -0.477 0.6450
O 1.627 1.628 0.229 0.2798
O 2.043 -0.059 1.643 0.1331
O 1.212 -0.728 -0.748 0.1580
P 4.327 2.797 2.304 0.0048
O 3.552 1.586 3.046 0.1756
O 5.016 2.116 1.088 0.4089
O 5.223 3.747 3.120 0.5593
O 3.064 3.368 1.689 0.2106
C 0.038 2.078 -2.430 0.0012
O 0.762 3.049 -2.439 0.0099
N -1.047 1.893 -3.303 0.0002
C -1.764 0.619 -3.481 0.0001
C -1.672 2.958 -4.054 0.0000
H 0.335 1.162 -1.895 0.0008
H -2.818 0.689 -3.212 0.0000
H -1.343 -0.193 -2.887 0.0001
H -1.649 0.466 -4.554 0.0000
H -1.506 2.814 -5.122 0.0000
H -2.760 2.903 -4.109 0.0000
H -1.319 3.940 -3.740 0.0000
C -0.784 3.674 1.459 0.0061
O -0.032 2.798 1.982 0.0594
N -1.694 4.433 2.058 0.0089
C -1.792 4.449 3.494 0.0005
C -2.867 5.105 1.473 0.0010
H -0.746 3.898 0.382 0.0009
H -0.786 4.325 3.894 -0.0001
H -2.402 3.568 3.691 0.0003
H -2.170 5.420 3.812 0.0001
H -3.732 4.649 1.955 0.0003
H -2.905 6.139 1.815 0.0003
H -2.969 5.032 0.390 0.0000
C 2.814 0.412 -3.736 -0.0005
O 3.079 1.570 -3.675 0.0048
N 1.979 -0.137 -4.609 0.0000
C 1.182 -1.315 -4.274 0.0000
C 1.387 0.699 -5.638 0.0000
H 2.948 -0.235 -2.855 -0.0004
H 0.856 -1.983 -5.072 0.0000
H 0.234 -0.959 -3.870 0.0000
H 1.790 -1.915 -3.597 0.0000
H 1.436 1.784 -5.551 0.0000
H 1.651 0.444 -6.665 0.0000
H 0.321 0.574 -5.450 0.0000
C -0.010 -3.585 -1.821 -0.0008
O -0.059 -4.217 -2.867 0.0210
N -0.221 -4.143 -0.598 0.0370
C -0.267 -3.390 0.671 0.0047
C -0.571 -5.600 -0.343 0.0026
H 0.250 -2.522 -1.700 -0.0008
H -0.142 -2.358 0.343 0.0000
H 0.537 -3.609 1.373 0.0016
H -1.223 -3.456 1.191 0.0022
H -1.450 -5.877 -0.925 0.0011
H 0.286 -6.218 -0.610 0.0014
H -0.810 -5.915 0.673 0.0001
C 1.733 -2.205 3.876 -0.0240
O 2.968 -2.102 3.770 0.2073
N 1.214 -3.395 4.445 0.4769
C -0.236 -3.394 4.662 0.0606
C 1.943 -4.579 4.567 0.0821
H 0.890 -1.510 3.746 -0.0043
H -0.788 -4.069 4.008 0.0301
H -0.614 -2.372 4.649 0.0002
H -0.593 -3.730 5.636 0.0221
H 1.300 -5.391 4.907 0.0015
H 2.384 -4.849 3.607 0.0367
H 2.835 -4.417 5.171 0.0343
C -3.395 1.203 0.221 0.0000
O -4.275 1.531 -0.567 0.0001
N -2.820 0.010 0.351 0.0001
C -1.605 0.029 1.191 0.0002
C -3.572 -1.232 0.111 0.0000
H -2.893 1.914 0.895 0.0000
H -0.912 -0.619 0.654 0.0004
H -1.750 -0.373 2.194 0.0000
H -1.041 0.961 1.191 -0.0003
H -4.201 -1.335 0.995 0.0000
H -4.104 -1.388 -0.827 0.0000
H -2.795 -1.995 0.167 0.0000
```

Summary:
- Multiplicity: 9
- E_LUMO (alpha / beta): -6.2 / -10.9 eV
- Charge: +2
- <S²>: 20.056

---

| no. | F_max (Eh/bohr) | total energy (Eh) |
| --- | --- | --- |
| 1 | 0.117 | -1878.483271 |
| 2 | 0.029 | -2104.493589 |
| 3 | 0.085 | -4523.682873 |